{
  "formula": "C63H89BrIN12O5",
  "method": "ωB97M-V/def2-TZVPD",
  "e_homo_ev": -9.4,
  "charge": 1,
  "homo_lumo_gap_ev": 5.58,
  "species": ["C", "C", "O", "C", "O", "C", "C", "C", "N", "C", "C", "C", "C", "O", "C", "C", "Br", "C", "C", "N", "C", "C", "C", "O", "C", "C", "O", "C", "C", "I", "C", "C", "H", "H", "H", "H", "H", "H", "H", "H", "H", "H", "H", "H", "H", "H", "H", "H", "H", "H", "H", "H", "H", "H", "H", "H", "H", "H", "H", "H", "H", "H", "H", "H", "H", "H", "H", "H", "H", "H", "H", "N", "C", "C", "C", "C", "H", "H", "H", "H", "H", "N", "C", "C", "C", "C", "H", "H", "H", "H", "H", "N", "C", "C", "C", "C", "H", "H", "H", "H", "H", "N", "C", "C", "C", "C", "H", "H", "H", "H", "H", "N", "C", "C", "C", "C", "H", "H", "H", "H", "H", "N", "C", "C", "C", "C", "H", "H", "H", "H", "H", "N", "C", "C", "C", "C", "H", "H", "H", "H", "H", "N", "C", "C", "C", "C", "H", "H", "H", "H", "H", "N", "C", "C", "C", "C", "H", "H", "H", "H", "H", "N", "C", "C", "C", "C", "H", "H", "H", "H", "H"],
  "xyz": [[-4.52264, -2.18893, -3.66274], [-5.54970, -1.82416, -2.45038], [-5.40084, -2.71326, -1.29765], [-5.35706, -1.95979, -0.07274], [-6.44211, -1.54139, 0.42846], [-3.91916, -1.72432, 0.64194], [-4.08393, -1.57927, 2.23386], [-2.64919, -1.44281, 3.02143], [-1.52017, -1.25936, 2.07586], [-1.06800, -0.04669, 1.36526], [-1.88827, 1.27123, 1.69595], [-1.50459, 1.93319, 3.13601], [-0.58925, 3.25136, 3.02240], [-0.84819, 1.01792, 4.03957], [0.12694, -0.27732, 0.43034], [0.88286, 0.74373, -0.51833], [1.31856, -0.08331, -2.31432], [0.10820, 2.10362, -0.84882], [-1.26591, 1.79431, -1.68263], [0.42167, -1.70390, 0.64302], [1.51806, -2.55468, 0.04955], [0.96943, -3.73487, -0.89296], [1.75257, -3.91975, -2.28086], [1.25080, -5.11225, -2.93348], [-0.01103, -4.89797, -3.56029], [-0.72828, -3.48617, -3.78834], [-0.60459, -5.91590, -4.02130], [-0.54437, -2.23837, 1.59145], [-0.56465, -3.77057, 2.11968], [-0.05605, -3.85821, 4.27491], [-1.94691, -4.53095, 1.77297], [-1.86256, -6.03282, 2.35381], [-5.10892, -2.80803, -4.43109], [-4.22951, -1.19081, -4.14258], [-3.63099, -2.81529, -3.32069], [-6.61523, -1.93294, -2.87896], [-5.39388, -0.71616, -2.17506], [-3.29293, -2.65013, 0.34947], [-3.38077, -0.82876, 0.14834], [-4.61152, -2.54405, 2.59278], [-4.75373, -0.68322, 2.48630], [-2.56880, -2.37070, 3.68554], [-2.79874, -0.55376, 3.74419], [-1.88130, 2.08153, 0.89799], [-2.99784, 0.94855, 1.80721], [-2.50270, 2.26797, 3.61817], [-1.21604, 4.19873, 3.22655], [0.16149, 3.19587, 3.90491], [0.04319, 3.32243, 2.07423], [0.11697, 0.94797, 3.85763], [1.88511, 1.01287, -0.01746], [-0.10306, 2.77044, 0.05297], [0.77577, 2.70030, -1.57396], [-2.16150, 2.39202, -1.25505], [-1.49550, 0.67229, -1.73717], [-1.15067, 2.15124, -2.76944], [2.01667, -3.06892, 0.96179], [2.35937, -1.92194, -0.42058], [1.09724, -4.73359, -0.31720], [-0.17403, -3.61009, -1.00957], [2.85498, -4.14704, -2.00268], [1.78927, -2.98756, -2.94343], [-1.63803, -3.59336, -4.49051], [-1.13590, -3.04472, -2.80209], [0.06479, -2.77151, -4.22856], [0.26921, -4.39323, 1.61333], [-2.87599, -4.01014, 2.18341], [-2.01487, -4.60118, 0.62564], [-2.52960, -6.68809, 1.69399], [-0.77032, -6.37538, 2.24900], [-2.14999, -6.03968, 3.45855], [-6.13389, -5.59944, -5.10021], [-5.01930, -6.02985, -4.42969], [-4.00241, -6.16946, -5.34321], [-4.52094, -5.80425, -6.61054], [-5.83723, -5.45447, -6.42949], [-7.03153, -5.41731, -4.68093], [-5.04659, -6.20065, -3.36392], [-2.99650, -6.49691, -5.12324], [-3.98987, -5.79744, -7.55113], [-6.58648, -5.11728, -7.12994], [2.56813, 0.18645, -6.86409], [2.25592, -0.55144, -5.75413], [2.25933, -1.87820, -6.11250], [2.59136, -1.94282, -7.48786], [2.77911, -0.65433, -7.92423], [2.63344, 1.19121, -6.89613], [2.05730, -0.07096, -4.80785], [2.04756, -2.71054, -5.45658], [2.68359, -2.83345, -8.09175], [3.04281, -0.26400, -8.89552], [-3.71669, 2.69868, -4.65992], [-4.49584, 2.33602, -3.59278], [-5.63703, 3.09993, -3.62229], [-5.54613, 3.95069, -4.75143], [-4.35247, 3.67909, -5.37414], [-2.81731, 2.30529, -4.88484], [-4.17080, 1.56861, -2.90573], [-6.44816, 3.05084, -2.91056], [-6.27396, 4.68070, -5.07357], [-3.90125, 4.09851, -6.26067], [1.61873, -7.29089, 5.17180], [2.78387, -8.01087, 5.17318], [2.77194, -8.83391, 6.27275], [1.55228, -8.60695, 6.95696], [0.85964, -7.65210, 6.25338], [1.35918, -6.60412, 4.48274], [3.51934, -7.87457, 4.39470], [3.55398, -9.52409, 6.55283], [1.21765, -9.08937, 7.86371], [-0.10491, -7.19882, 6.42899], [3.18274, 2.50473, 6.15865], [1.87361, 2.30190, 6.50630], [1.64768, 0.94676, 6.53393], [2.86723, 0.30863, 6.19593], [3.79709, 1.29507, 5.97251], [3.62539, 3.40403, 6.05675], [1.21741, 3.13669, 6.70222], [0.70906, 0.46795, 6.77242], [3.04541, -0.75460, 6.12492], [4.83956, 1.24065, 5.69702], [-0.66705, 7.20034, 2.65492], [-1.25345, 8.18321, 3.40760], [-2.45836, 8.49886, 2.82867], [-2.60795, 7.67243, 1.68774], [-1.48914, 6.87955, 1.60681], [0.22821, 6.77876, 2.84311], [-0.76318, 8.57299, 4.28689], [-3.15551, 9.24164, 3.18750], [-3.44228, 7.65859, 1.00155], [-1.20695, 6.11792, 0.89550], [3.75118, 2.58879, -1.56558], [3.91485, 3.64997, -2.41566], [4.91076, 4.44895, -1.90885], [5.36922, 3.84469, -0.71171], [4.63783, 2.69712, -0.52633], [3.08333, 1.84410, -1.68604], [3.30922, 3.74555, -3.30448], [5.27052, 5.36658, -2.35162], [6.14863, 4.20885, -0.05842], [4.67063, 1.95079, 0.25364], [-0.49640, 9.51809, -2.04585], [-0.75434, 8.46683, -1.20801], [-0.32826, 7.31702, -1.82818], [0.21203, 7.68998, -3.08420], [0.09728, 9.05440, -3.18971], [-0.70939, 10.48321, -1.85092], [-1.21846, 8.62641, -0.24733], [-0.39677, 6.31810, -1.42210], [0.63823, 7.03304, -3.82841], [0.38482, 9.73342, -3.97822], [1.09473, -4.17870, 8.54554], [1.76084, -5.34941, 8.79773], [2.61234, -5.13273, 9.85325], [2.45085, -3.78390, 10.25716], [1.50666, -3.22040, 9.43504], [0.40856, -4.04276, 7.82015], [1.57305, -6.23162, 8.20531], [3.27731, -5.86460, 10.28767], [2.96805, -3.28123, 11.06126], [1.09385, -2.22308, 9.40478], [8.03014, 5.11295, -3.81641], [8.37608, 6.31400, -3.25639], [9.28016, 6.92582, -4.09014], [9.48300, 6.06508, -5.19694], [8.69674, 4.95573, -5.00237], [7.38486, 4.44880, -3.41822], [7.95132, 6.62802, -2.31467], [9.74320, 7.88711, -3.92246], [10.13195, 6.23816, -6.04287], [8.55540, 4.06990, -5.60315]],
  "lowdin_charge": [-0.06, -0.20, -0.09, -0.34, 0.08, -0.09, -0.14, -0.13, 0.03, -0.05, -0.06, -0.36, -0.04, -0.10, -0.07, -0.54, 0.81, -0.26, -0.14, 0.01, -0.13, -0.14, -0.19, -0.04, -0.38, 0.00, 0.05, -0.12, -0.59, 0.90, -0.28, -0.13, 0.07, 0.07, 0.06, 0.14, 0.12, 0.10, 0.12, 0.13, 0.13, 0.08, 0.14, 0.10, 0.12, 0.16, 0.09, 0.09, 0.07, 0.10, 0.11, 0.09, 0.10, 0.08, 0.06, 0.07, 0.14, 0.12, 0.13, 0.11, 0.16, 0.08, 0.10, 0.08, 0.07, 0.07, 0.09, 0.12, 0.10, 0.08, 0.06, 0.00, -0.15, -0.11, -0.11, -0.14, 0.14, 0.10, 0.08, 0.09, 0.11, 0.01, -0.17, -0.11, -0.10, -0.12, 0.15, 0.01, 0.07, 0.10, 0.11, 0.00, -0.17, -0.11, -0.10, -0.13, 0.14, 0.08, 0.09, 0.10, 0.11, -0.01, -0.13, -0.10, -0.12, -0.18, 0.07, 0.11, 0.10, 0.10, 0.10, 0.01, -0.15, -0.13, -0.11, -0.14, 0.15, 0.11, 0.09, 0.09, 0.11, 0.01, -0.13, -0.10, -0.12, -0.18, 0.14, 0.11, 0.10, 0.10, 0.10, 0.00, -0.13, -0.11, -0.10, -0.14, 0.05, 0.11, 0.09, 0.10, 0.10, 0.01, -0.13, -0.12, -0.12, -0.14, 0.15, 0.08, 0.07, 0.09, 0.11, -0.01, -0.13, -0.10, -0.11, -0.15, 0.12, 0.08, 0.09, 0.09, 0.10, 0.00, -0.15, -0.11, -0.11, -0.14, 0.12, 0.10, 0.09, 0.09, 0.10]
}